[1]
DFT (the ωB97M-V functional and the def2-TZVPD basis) results for C4F12InO12S4 as an isolated structure.

```
33
Properties=species:S:1:pos:R:3
In -13.235 22.802 11.183
C -10.016 21.889 7.621
F -9.471 21.665 8.799
F -9.539 23.007 7.090
F -9.725 20.709 6.946
S -11.940 21.930 7.856
O -12.485 21.612 6.582
O -12.263 21.058 8.985
O -12.228 23.311 8.349
C -15.439 25.059 14.047
F -16.009 26.230 13.790
F -15.960 24.490 15.131
F -15.515 24.190 12.992
S -13.493 25.392 14.392
O -12.901 25.003 13.060
O -13.315 26.800 14.754
O -13.090 24.496 15.465
C -9.618 20.552 14.684
F -8.495 20.303 13.987
F -10.654 19.807 14.255
F -9.445 20.227 15.987
S -10.188 22.390 14.387
O -8.972 23.158 14.095
O -11.168 22.372 13.269
O -10.836 22.754 15.676
C -15.729 20.860 15.574
F -16.432 22.010 15.691
F -15.854 20.105 16.685
F -16.212 20.155 14.558
S -13.930 21.216 15.119
O -13.341 21.948 16.234
O -13.262 19.950 14.832
O -14.123 21.997 13.870
```

Calculated values
- energy (eV) = -109842.5022
- HOMO (alpha / beta) (Ha) = -0.14624 / -0.13874
- spin multiplicity = 2
- Kohn-Sham gap (alpha / beta) (eV) = 8.57 / 3.98
- total charge = -2

[2]
DFT (the ωB97M-V functional and the def2-TZVPD basis) results for a 2-piece molecular cluster, C4F5N overall.

```
10
Properties=species:S:1:pos:R:3
C -1.722 0.014 0.278
C -0.407 0.389 0.011
C 0.738 -0.345 -0.625
C 0.870 0.202 0.780
N -2.804 -0.294 0.488
F -0.471 2.221 -0.464
F 1.452 0.172 -1.609
F 0.559 -1.656 -0.817
F 0.873 -0.597 1.847
F 1.681 1.233 0.975
```

Calculated values
- energy (eV) = -19220.5073
- HOMO (alpha / beta) (Ha) = -0.46208 / -0.46206
- Kohn-Sham gap (alpha / beta) (eV) = 9.73 / 9.73
- total charge = 0

[3]
DFT (the ωB97M-V functional and the def2-TZVPD basis) results for C4F6N2ReS2Sb2Se4 as an isolated structure.

```
21
Properties=species:S:1:pos:R:3
Re 0.649 -0.286 -1.274
S -2.236 0.264 1.460
C -1.981 -0.991 0.448
S -1.231 -1.690 -0.847
C -3.069 -1.405 1.371
C -4.427 -1.435 0.865
N -5.489 -1.456 0.425
C -2.733 -2.333 2.432
N -2.418 -3.052 3.272
Se 2.501 0.880 -5.915
Sb 2.698 1.946 -3.854
Se 2.166 -1.409 -2.441
Se 0.071 1.394 -2.640
Se 3.607 3.520 -2.416
F 0.304 1.489 0.394
Sb 1.812 0.983 1.535
F 2.384 2.715 1.558
F 2.516 0.836 -0.255
F 1.090 -0.759 0.743
F 3.190 0.026 2.252
F 0.596 0.764 2.887
```

Calculated values
- energy (eV) = -321674.6392
- HOMO (alpha / beta) (Ha) = -0.59232 / -0.59033
- spin multiplicity = 2
- Kohn-Sham gap (alpha / beta) (eV) = 5.53 / 5.74
- total charge = +2

[4]
DFT (the ωB97M-V functional and the def2-TZVPD basis) results for a 2-piece molecular cluster, C4H10 overall.

```
14
Properties=species:S:1:pos:R:3
C -1.690 -1.142 5.317
C -2.771 -0.171 4.895
H -1.880 -1.479 6.339
H -0.631 -0.909 5.190
H -1.590 -2.048 4.696
H -2.740 0.797 5.405
H -2.707 -0.055 3.806
H -3.768 -0.625 5.006
C 2.659 1.318 -5.448
C 2.325 0.169 -6.035
H 3.648 1.357 -4.969
H 2.185 2.267 -5.336
H 3.148 -0.556 -6.033
H 1.330 -0.001 -6.447
```

Calculated values
- energy (eV) = -4308.6549
- HOMO (Ha) = -0.37353
- Kohn-Sham gap (eV) = 11.48
- structure (SMILES) = C=C.CC
- total charge = 0